[1]
14
Properties=species:S:1:pos:R:3:forces:R:3 method="wB97M-V/def2-TZVPD" lumo_energy_ev=-4.8 de_lowest_ev=1.7751 homo_lumo_gap_ev=9.351 energy_ev=-7806.3277 total_charge=+1
C -0.086 1.197 -1.650 0.44 -0.13 -3.60
C -0.072 -0.092 -1.554 -0.62 -2.73 -1.43
C -0.229 -0.938 -0.393 1.62 0.26 0.10
N -0.698 -0.175 0.707 1.21 -1.64 2.61
C 0.036 0.051 1.748 3.30 0.09 -0.67
O 1.374 -0.192 1.845 -3.77 -1.27 -3.04
H -0.018 1.692 -2.621 0.00 -0.27 0.23
H -0.033 1.825 -0.866 -0.21 1.96 2.84
H -0.074 -0.921 -2.273 0.36 1.59 -1.55
H -0.696 -1.847 -0.680 -1.90 -0.48 0.46
H 0.722 -1.373 -0.189 1.21 0.04 0.76
H -1.679 -0.116 0.848 -1.05 0.55 0.03
H -0.324 0.567 2.569 -1.32 0.92 1.47
H 1.777 0.323 2.507 0.73 1.10 1.79

=====

[2]
14
Properties=species:S:1:pos:R:3:forces:R:3 method="wB97M-V/def2-TZVPD" lumo_energy_ev=-7.6 de_lowest_ev=4.3952 homo_lumo_gap_ev=9.380 energy_ev=-7803.7076 total_charge=+1
C -0.501 0.285 1.568 1.04 -0.41 1.47
C -0.313 -0.644 0.404 3.11 -0.68 -0.06
C 1.161 -0.489 -0.375 -0.04 2.48 2.87
C 0.408 0.318 -1.407 -0.01 2.36 -1.75
N -0.844 -0.079 -0.791 -6.64 2.21 -3.87
O -2.023 0.187 -1.188 5.59 -1.73 2.31
H -1.553 0.426 1.710 -0.67 -0.55 0.91
H -0.216 1.274 1.294 0.92 0.82 -0.07
H 0.142 -0.116 2.469 -1.67 0.89 -1.70
H -0.650 -1.634 0.664 -0.34 -0.44 -0.34
H 1.548 -1.401 -0.784 0.46 -0.36 0.23
H 1.899 0.251 0.229 -1.47 -2.45 -1.33
H 0.384 1.505 -1.264 0.37 -2.35 -0.33
H 0.560 0.117 -2.529 -0.65 0.22 1.67

=====

[3]
14
Properties=species:S:1:pos:R:3:forces:R:3 method="wB97M-V/def2-TZVPD" lumo_energy_ev="-4.4 / -5.4" de_lowest_ev=4.2859 homo_lumo_gap_ev="8.634 / 6.817" energy_ev=-7803.8169 total_charge=+1
C 1.846 0.352 -0.235 3.11 3.63 -1.04
C 0.533 -1.383 0.203 -2.29 -3.12 1.05
C -0.297 0.788 0.551 -0.93 -0.76 -0.06
C -1.310 0.172 -0.366 0.26 0.82 -2.90
N 0.788 -0.098 0.286 1.05 1.11 -0.42
O -2.516 -0.107 -0.015 -1.10 -0.15 1.39
H 2.058 1.472 -0.266 -0.53 -1.80 0.06
H 2.574 -0.305 -0.690 -0.02 -0.12 0.24
H -0.235 -1.858 0.835 0.44 0.62 -0.32
H 1.405 -1.974 -0.023 -0.20 -0.35 -0.41
H -0.055 1.746 0.206 0.40 1.44 -0.66
H -0.398 0.917 1.584 -1.09 -0.46 1.65
H -1.102 0.493 -1.460 -0.36 -0.98 1.62
H -3.291 -0.214 -0.612 1.28 0.10 -0.20

=====

[4]
15
Properties=species:S:1:pos:R:3:forces:R:3 method="wB97M-V/def2-TZVPD" lumo_energy_ev=4.1 de_lowest_ev=2.3036 homo_lumo_gap_ev=7.007 energy_ev=-9862.4831 total_charge=-1
N -0.716 1.399 -0.021 -0.21 0.11 0.08
C 0.149 0.418 -0.678 0.17 -0.37 -0.04
C 1.625 0.863 -0.603 0.10 0.19 -0.09
O 2.013 1.100 0.658 0.05 -0.04 -0.07
C 0.055 -0.941 0.035 0.52 -0.15 0.23
C -1.281 -1.249 0.601 -0.28 -0.10 -0.29
O -2.072 -2.067 0.177 0.09 -0.12 -0.05
H -0.120 1.754 0.733 0.03 -0.01 0.03
H -0.867 2.185 -0.643 0.10 -0.02 -0.06
H -0.119 0.259 -1.729 -0.33 0.24 0.02
H 2.199 0.072 -1.171 0.08 0.06 0.16
H 1.668 1.765 -1.276 0.07 0.04 -0.04
H 0.766 -0.870 0.882 -0.16 0.08 -0.19
H 0.411 -1.711 -0.658 -0.26 -0.06 0.17
H -1.561 -0.660 1.485 0.03 0.15 0.15